Formula: C3H7BrN3
Source: the OMol25 dataset
Level of theory: the ωB97M-V functional and the def2-TZVPD basis

```
14
Properties=species:S:1:pos:R:3:forces:R:3
H -4.421748 -2.857929 0.023685 0.6 -0.4 0.3
H 1.668697 -0.317353 -0.236466 0.7 -0.2 -0.9
N -2.574263 -2.283750 0.058984 -0.6 2.0 -0.3
Br -3.272469 0.720928 -0.091751 0.8 -0.1 -0.2
H 2.137689 0.937730 0.754019 0.9 0.8 2.4
C -1.904962 -0.507852 -0.052251 -0.8 -1.3 1.1
H -0.090601 1.473286 1.003636 -1.0 0.2 0.2
H -0.256615 1.497049 -0.767915 -1.0 0.2 -0.3
H 1.834344 1.459890 -0.895672 0.0 -1.8 1.2
C -0.008307 0.905305 0.086010 4.1 3.2 1.0
C 1.531403 0.735804 -0.046124 -1.4 0.5 -3.5
N -0.649890 -0.297574 0.150655 -2.3 -5.8 -1.1
H -0.132512 -1.279109 0.092009 -0.7 2.7 0.4
N -3.743628 -2.082061 0.042833 0.4 0.1 -0.3
```
Positions in Å, forces in eV/Å.

Computed properties:
Molecular weight   165.014 u
ΔE to the lowest compared entry with this formula, charge and spin   3.653 eV
Orbital gap   9.39 eV
Total charge   +1